23
Properties=species:S:1:pos:R:3:forces:R:3:lowdin_charge:R:1 method="wB97M-V/def2-TZVPD" max_force_ev_per_a=5.18 e_tot_ha=-884.8120 total_charge=0 spin_multiplicity=3 e_above_lowest_kj_mol=27.58
B 0.5359 1.0953 -3.3142 -1.84 -1.66 3.84 -0.57
C 0.0782 -0.7442 3.7893 -0.45 -0.29 0.73 -0.11
C 0.2404 0.4705 3.1419 0.16 3.13 -1.62 -0.09
C 0.1244 -1.9349 3.0979 0.87 -2.74 -4.04 -0.12
C 0.4325 0.5552 1.7955 -0.64 -1.21 3.63 -0.13
C 0.4779 -1.8571 1.7890 0.54 -3.58 -1.26 -0.14
C 0.6008 -0.6375 1.0801 0.82 -0.27 -4.59 -0.49
C -1.6263 -0.0737 -1.5789 0.30 0.35 -0.44 -0.18
C -0.2588 0.4695 -1.4865 3.63 3.65 -0.55 -0.54
O -0.0545 0.5023 -4.3481 -0.80 0.16 -1.12 0.19
O 1.4718 2.0059 -3.1317 0.83 1.56 -0.07 0.20
S 0.9688 -0.6573 -0.7273 -0.98 -0.02 2.41 0.94
H 0.0037 -0.8871 4.7880 -0.25 0.50 3.17 0.07
H 0.2139 1.4456 3.6621 -0.07 -0.84 0.04 0.12
H 0.0395 -2.9789 3.3939 -0.18 0.57 1.01 0.11
H 0.5609 1.4468 1.3742 0.45 3.54 -1.73 0.05
H 0.7227 -2.7598 1.0933 -0.70 1.24 1.77 0.12
H -1.5187 -1.0772 -1.9463 -0.59 -0.28 -1.27 0.07
H -2.1074 -0.2520 -0.6668 -0.44 0.09 1.96 0.05
H -2.2304 0.6867 -2.0727 -0.31 -0.67 -0.72 0.09
H -0.1319 1.4819 -0.8374 -0.60 -2.14 -1.59 0.11
H -0.2903 0.9770 -5.1633 0.53 -0.23 0.36 0.13
H 1.7471 2.7229 -3.7321 -0.25 -0.87 0.07 0.13